Formula: C9H15N4O2
Source: the OMol25 dataset
Level of theory: the ωB97M-V functional and the def2-TZVPD basis

## Properties
- Kohn-Sham gap (eV) = 11.10
- F_max (eV Å⁻¹) = 3.90
- HOMO energy (Eh) = -0.5038
- SMILES string = CCO[C@@]12NC=N[C@@]13CN(C)C(=O)[N@+]32C
- energy above the lowest of the compared OMol25 structures with the same formula, charge and spin (kcal per mole) = 77.5
- net charge = +1

Geometry (Å):
1 C -0.74 1.72 2.40
2 C 0.65 0.46 1.37
3 C 1.05 0.16 -1.05
4 C 1.85 -0.38 1.16
5 C -0.76 0.15 0.71
6 C -2.08 -1.58 -1.85
7 C 2.91 -1.43 -0.77
8 C 0.02 2.41 -0.30
9 C -2.45 -1.20 -0.45
10 N 0.48 1.39 2.39
11 N 1.82 -0.68 -0.29
12 N 0.20 0.97 -0.01
13 N -1.55 1.05 1.48
14 O 0.96 0.32 -2.21
15 O -1.20 -1.07 0.27
16 H -1.32 2.36 3.06
17 H 2.77 0.24 1.43
18 H 1.87 -1.37 1.82
19 H -1.30 -1.05 -2.33
20 H -1.68 -2.68 -1.87
21 H -2.91 -1.60 -2.41
22 H 3.40 -1.24 -1.75
23 H 3.66 -1.25 0.05
24 H 2.75 -2.49 -0.61
25 H -1.02 2.63 -0.50
26 H 0.52 3.00 0.46
27 H 0.55 2.59 -1.35
28 H -2.86 -2.10 -0.14
29 H -3.05 -0.35 -0.28
30 H -2.54 1.01 1.59

***

Formula: C9H15N4S
Source: the OMol25 dataset
Level of theory: the ωB97M-V functional and the def2-TZVPD basis

## Properties
- Kohn-Sham gap (eV) = 10.05
- F_max (eV Å⁻¹) = 4.20
- HOMO energy (Eh) = -0.4967
- energy above the lowest of the compared OMol25 structures with the same formula, charge and spin (kcal per mole) = 0.0
- net charge = +1

Geometry (Å):
1 C 1.67 -0.04 -0.19
2 C -3.16 0.53 0.19
3 C -2.62 0.18 -1.30
4 C -2.72 -0.46 1.27
5 C -1.14 0.09 -1.35
6 C -1.16 -0.46 1.33
7 C 3.98 0.24 0.01
8 C 3.47 1.62 0.16
9 C -0.66 -0.93 -0.21
10 N 1.38 -2.15 0.01
11 N 2.59 -2.00 0.21
12 N 0.78 -1.06 -0.29
13 N 2.84 -0.64 0.14
14 S 1.72 1.63 -0.41
15 H -2.67 1.60 0.39
16 H -4.19 0.72 0.16
17 H -3.11 -0.76 -1.47
18 H -3.04 1.05 -1.88
19 H -3.37 -0.14 2.23
20 H -3.06 -1.44 0.91
21 H -0.91 -0.21 -2.34
22 H -0.85 1.11 -1.16
23 H -0.63 0.44 1.57
24 H -0.95 -1.25 1.97
25 H 4.53 -0.06 -0.99
26 H 4.80 -0.02 0.68
27 H 3.45 2.01 1.17
28 H 4.06 2.31 -0.46
29 H -1.04 -1.90 -0.37

***

Formula: C9H15NP
Source: the OMol25 dataset
Level of theory: the ωB97M-V functional and the def2-TZVPD basis

## Properties
- Kohn-Sham gap (eV) = 8.88
- F_max (eV Å⁻¹) = 5.95
- HOMO energy (Eh) = -0.4528
- energy above the lowest of the compared OMol25 structures with the same formula, charge and spin (kcal per mole) = 49.4
- net charge = +1

Geometry (Å):
1 C 3.16 0.70 0.43
2 C 2.50 -0.34 1.07
3 C 2.59 1.19 -0.75
4 C 1.29 -0.86 0.62
5 C 1.27 0.74 -1.15
6 C 0.55 -0.33 -0.46
7 C -1.13 -2.30 -0.27
8 C -0.79 -0.83 -0.59
9 C -1.70 0.52 0.63
10 N -0.97 1.79 0.37
11 P -3.44 0.48 0.13
12 H 4.08 1.13 0.63
13 H 3.08 -0.75 1.81
14 H 3.29 1.84 -1.26
15 H 1.03 -1.67 1.21
16 H 0.83 1.15 -2.04
17 H -0.32 -2.86 -0.33
18 H -1.70 -2.32 0.67
19 H -1.76 -2.61 -0.98
20 H -1.22 -0.59 -1.45
21 H -1.41 0.16 1.60
22 H 0.04 1.77 0.04
23 H -1.35 2.32 -0.53
24 H -0.92 2.57 1.00
25 H -3.30 -0.19 -1.18
26 H -3.68 -0.72 0.78

***

Formula: C9H15P
Source: the OMol25 dataset
Level of theory: the ωB97M-V functional and the def2-TZVPD basis

## Properties
- Kohn-Sham gap (spin up / spin down) (eV) = 7.13 / 7.79
- F_max (eV Å⁻¹) = 4.57
- HOMO energy (spin up / spin down) (Eh) = -0.2477 / -0.2882
- energy above the lowest of the compared OMol25 structures with the same formula, charge and spin (kcal per mole) = 74.3
- net charge = 0

Geometry (Å):
1 C -2.15 1.13 0.71
2 C -2.22 -0.09 -1.46
3 C -0.86 1.17 0.60
4 C -0.85 -0.24 -1.33
5 C -3.05 0.46 -0.32
6 C -0.08 0.36 -0.32
7 C 0.18 -1.65 1.19
8 C 2.40 -0.70 -1.23
9 C 2.30 1.07 1.03
10 P 1.63 0.86 -0.69
11 H -2.61 1.63 1.43
12 H -2.59 -0.73 -2.34
13 H -0.26 1.80 1.36
14 H -0.27 -0.79 -2.07
15 H -3.91 -0.14 0.10
16 H -3.49 1.31 -0.90
17 H -0.32 -1.17 1.95
18 H 1.21 -1.94 1.17
19 H -0.33 -2.45 0.81
20 H 2.10 -1.02 -2.27
21 H 2.22 -1.47 -0.42
22 H 3.55 -0.66 -0.98
23 H 1.87 0.30 1.53
24 H 2.06 2.01 1.40
25 H 3.44 0.94 1.04

***

Formula: C9H16AuN2PS
Source: the OMol25 dataset
Level of theory: the ωB97M-V functional and the def2-TZVPD basis

## Properties
- Kohn-Sham gap (spin up / spin down) (eV) = 4.46 / 7.89
- multiplicity = 3
- F_max (eV Å⁻¹) = 2.52
- <S²> = 2.06
- HOMO energy (spin up / spin down) (Eh) = -0.1445 / -0.2986
- energy above the lowest of the compared OMol25 structures with the same formula, charge and spin (kcal per mole) = 0.0
- net charge = 0

Geometry (Å):
1 C -0.45 -1.94 -3.26
2 C -0.57 -1.09 -4.30
3 C -0.27 0.28 -4.30
4 C 0.20 1.05 -3.22
5 C 0.46 0.59 -1.97
6 Au 0.24 -1.30 -1.54
7 P 0.09 -3.74 -0.97
8 H -0.71 -3.01 -3.40
9 H -0.96 -1.48 -5.25
10 H -0.46 0.82 -5.23
11 H 0.84 1.27 -1.18
12 H 0.36 2.11 -3.43
13 H 1.29 -4.26 -0.38
14 H -0.16 -4.65 -2.06
15 H -0.96 -4.06 -0.03
16 S 1.19 -1.00 0.66
17 C 0.53 0.28 1.60
18 N -0.77 0.40 1.92
19 C -1.32 1.28 2.96
20 C -0.34 2.37 3.35
21 C 1.11 1.91 3.37
22 N 1.40 1.16 2.14
23 H -1.37 -0.32 1.53
24 H -1.59 0.68 3.84
25 H -2.24 1.73 2.57
26 H -0.59 2.74 4.35
27 H -0.44 3.21 2.66
28 H 1.32 1.30 4.25
29 H 1.79 2.77 3.38
30 H 2.37 0.93 1.96

***

Formula: C9H16B2BrIN2NiO9S
Source: the OMol25 dataset
Level of theory: the ωB97M-V functional and the def2-TZVPD basis

## Properties
- Kohn-Sham gap (spin up / spin down) (eV) = 8.44 / 5.86
- multiplicity = 3
- F_max (eV Å⁻¹) = 2.22
- <S²> = 2.01
- HOMO energy (spin up / spin down) (Eh) = -0.5886 / -0.5888
- energy above the lowest of the compared OMol25 structures with the same formula, charge and spin (kcal per mole) = 0.0
- net charge = +2

Geometry (Å):
1 C 3.51 -0.91 2.44
2 C 2.04 -1.15 2.37
3 O 1.44 -1.39 3.40
4 N 1.32 -1.15 1.15
5 C 1.96 -1.87 0.05
6 C 0.52 0.06 1.02
7 O 1.20 1.30 1.12
8 S 2.56 1.46 0.13
9 O 3.17 2.65 0.58
10 O 2.04 1.83 -1.39
11 C 1.13 0.87 -1.92
12 C -0.29 0.98 -1.33
13 Br -0.58 2.95 -0.98
14 B -1.34 0.69 -2.55
15 N -2.63 1.34 -2.76
16 O -0.98 -0.28 -3.43
17 C -0.61 0.11 -0.03
18 C -1.15 -1.26 -0.43
19 C -1.11 -2.46 0.54
20 O -1.12 -3.54 0.10
21 I -1.04 -2.37 2.73
22 O -1.51 1.02 0.57
23 B -2.72 0.91 1.18
24 O -2.83 1.07 2.51
25 O -3.91 0.77 0.47
26 H 4.05 -1.45 1.68
27 H 3.70 0.16 2.36
28 H 3.86 -1.22 3.41
29 H 2.21 -2.88 0.38
30 H 1.40 -1.97 -0.86
31 H 2.92 -1.43 -0.21
32 H -0.06 0.08 1.93
33 H 1.56 -0.13 -1.95
34 H 1.03 1.15 -2.96
35 H -2.55 2.22 -3.25
36 H -3.07 1.56 -1.87
37 H -1.12 0.05 -4.33
38 H -2.16 -1.25 -0.85
39 H -0.56 -1.62 -1.26
40 H -3.74 1.26 2.76
41 H -3.78 0.67 -0.47
42 Ni -2.77 3.20 -0.05

***

Formula: C9H16B3FKO5
Source: the OMol25 dataset
Level of theory: the ωB97M-V functional and the def2-TZVPD basis

## Properties
- Kohn-Sham gap (eV) = 6.34
- F_max (eV Å⁻¹) = 8.14
- HOMO energy (Eh) = -0.3793
- net charge = +1

Geometry (Å):
1 C 5.16 -0.52 1.60
2 C 4.72 -1.12 0.30
3 C 3.60 -0.42 -0.71
4 O 3.02 -1.23 -1.61
5 O 3.32 1.01 -0.50
6 C 2.37 1.55 -1.49
7 C 0.82 1.09 -1.20
8 C 0.02 2.29 -0.40
9 C -0.94 1.73 0.81
10 C -2.50 1.44 0.38
11 C -2.70 0.32 -0.80
12 B -2.98 -1.22 -0.24
13 O -3.60 -1.52 1.07
14 B -3.59 -2.99 1.33
15 O -2.40 -3.86 1.06
16 B -1.83 -3.38 -0.22
17 F -0.49 -3.93 -0.62
18 O -2.60 -2.42 -1.06
19 H 5.87 0.42 1.65
20 H 4.83 -1.03 2.63
21 H 5.15 -2.16 -0.04
22 H 2.72 1.26 -2.57
23 H 2.37 2.74 -1.46
24 H 0.25 0.93 -2.23
25 H 0.70 0.08 -0.62
26 H -0.56 2.96 -1.17
27 H 0.87 2.95 0.11
28 H -0.98 2.61 1.62
29 H -0.41 0.83 1.35
30 H -3.06 2.41 0.05
31 H -3.04 1.02 1.34
32 H -3.64 0.68 -1.44
33 H -1.81 0.23 -1.56
34 H -4.54 -3.55 1.77
35 K -4.14 0.82 2.86

***

Formula: C9H16Br2N5O4P
Source: the OMol25 dataset
Level of theory: the ωB97M-V functional and the def2-TZVPD basis

## Properties
- Kohn-Sham gap (eV) = 9.04
- F_max (eV Å⁻¹) = 3.30
- HOMO energy (Eh) = -0.3667
- SMILES string = Cn1c(COP(=O)(NCCBr)NCCBr)cnc1[N+](=O)[O-]
- energy above the lowest of the compared OMol25 structures with the same formula, charge and spin (kcal per mole) = 57.3
- net charge = 0

Geometry (Å):
1 O 0.90 -1.24 -6.46
2 O -1.13 1.67 1.76
3 O -1.20 -1.49 -5.94
4 Br -1.24 -3.99 2.16
5 Br 3.51 3.95 3.82
6 N 1.54 0.08 -4.30
7 O -0.31 0.13 -0.11
8 C 0.34 -0.51 -4.38
9 C 1.60 0.70 -3.05
10 C 0.38 0.51 -2.44
11 N -0.52 -0.12 -3.33
12 N -0.59 -0.96 2.34
13 N 1.39 0.95 1.80
14 N -0.04 -1.17 -5.64
15 C 0.04 1.10 -1.14
16 C -1.71 -0.79 -2.81
17 C -2.36 -2.58 3.09
18 C 3.12 2.14 2.92
19 C -2.09 -1.18 2.46
20 C 1.57 1.84 2.93
21 P -0.25 0.51 1.46
22 H 2.56 0.97 -2.66
23 H -0.16 -1.65 1.72
24 H 1.90 0.04 1.88
25 H 0.94 1.67 -0.82
26 H -0.79 1.87 -1.10
27 H -2.20 -0.16 -2.01
28 H -1.43 -1.77 -2.40
29 H -2.45 -1.02 -3.57
30 H -2.13 -2.71 4.16
31 H -3.43 -2.87 2.80
32 H 3.58 2.14 1.96
33 H 3.59 1.23 3.43
34 H -2.57 -0.45 3.13
35 H -2.62 -1.10 1.44
36 H 1.09 2.82 2.92
37 H 1.18 1.44 3.96

***

Formula: C9H16Cl2N3O2
Source: the OMol25 dataset
Level of theory: the ωB97M-V functional and the def2-TZVPD basis

## Properties
- Kohn-Sham gap (eV) = 8.83
- F_max (eV Å⁻¹) = 3.15
- HOMO energy (Eh) = -0.4754
- SMILES string = C/C(Cl)=C(\Cl)N1C[C@H](OC[C@@H](C)O)NC1=[NH2+]
- net charge = +1

Geometry (Å):
1 C 3.34 -3.05 -1.13
2 C 2.63 -1.90 -0.44
3 Cl 2.96 -1.72 1.27
4 C 1.84 -1.06 -1.06
5 Cl 1.57 -1.23 -2.79
6 N 1.17 0.06 -0.47
7 C 0.23 -0.16 0.63
8 C -0.26 1.30 0.75
9 O -0.89 1.58 -0.50
10 C -2.31 1.80 -0.35
11 C -3.05 0.45 -0.16
12 C -3.38 0.16 1.35
13 O -4.27 0.42 -0.92
14 N 1.06 1.97 0.55
15 C 1.90 1.13 -0.12
16 N 3.19 1.38 -0.38
17 H 2.79 -3.41 -2.00
18 H 3.42 -3.87 -0.41
19 H 4.31 -2.70 -1.49
20 H -0.51 -0.96 0.57
21 H 0.72 -0.31 1.61
22 H -0.83 1.57 1.64
23 H -2.47 2.48 0.50
24 H -2.68 2.29 -1.26
25 H -2.43 -0.36 -0.54
26 H -4.47 0.07 1.42
27 H -2.86 -0.75 1.66
28 H -3.02 0.96 2.01
29 H -4.25 -0.40 -1.42
30 H 1.48 2.39 1.37
31 H 3.41 1.93 -1.21
32 H 3.92 1.10 0.25

***

Formula: C9H16ClN
Source: the OMol25 dataset
Level of theory: the ωB97M-V functional and the def2-TZVPD basis

## Properties
- Kohn-Sham gap (spin up / spin down) (eV) = 6.74 / 9.76
- multiplicity = 3
- F_max (eV Å⁻¹) = 4.32
- <S²> = 2.01
- HOMO energy (spin up / spin down) (Eh) = -0.2173 / -0.3497
- net charge = 0

Geometry (Å):
1 C -0.54 1.54 -0.51
2 C 0.81 2.32 -0.50
3 C 0.90 0.79 1.29
4 C 2.35 0.60 -0.63
5 C -0.32 0.33 0.45
6 C 0.06 -0.97 -0.22
7 C -1.47 0.06 1.36
8 C 0.72 -2.13 0.54
9 C -0.31 -1.38 -1.57
10 N 1.69 1.44 0.27
11 Cl 3.42 -0.52 0.15
12 H -1.33 2.24 -0.34
13 H -0.89 1.26 -1.50
14 H 1.20 2.39 -1.49
15 H 0.65 3.30 0.04
16 H 0.64 1.39 2.17
17 H 1.55 -0.07 1.76
18 H 2.77 0.97 -1.61
19 H -1.20 -0.47 2.20
20 H -2.28 -0.54 0.77
21 H -2.00 0.92 1.76
22 H 0.16 -3.03 0.47
23 H 0.99 -1.80 1.53
24 H 1.64 -2.22 -0.07
25 H 0.29 -2.17 -1.91
26 H -0.33 -0.66 -2.39
27 H -1.23 -1.98 -1.66

***

Formula: C9H16CrF8N2O13S4
Source: the OMol25 dataset
Level of theory: the ωB97M-V functional and the def2-TZVPD basis

## Properties
- Kohn-Sham gap (spin up / spin down) (eV) = 7.38 / 8.03
- multiplicity = 4
- F_max (eV Å⁻¹) = 8.90
- <S²> = 3.94
- HOMO energy (spin up / spin down) (Eh) = -0.2475 / -0.2569
- energy above the lowest of the compared OMol25 structures with the same formula, charge and spin (kcal per mole) = 62.7
- net charge = -1

Geometry (Å):
1 Cr 0.01 0.32 -0.31
2 N 1.56 1.18 0.46
3 S 2.34 1.34 1.87
4 O 2.01 2.55 2.67
5 O 3.61 0.64 2.03
6 F 1.44 0.26 2.73
7 S 2.65 2.45 -0.15
8 O 4.08 2.20 -0.21
9 O 2.27 3.89 -0.16
10 F 2.38 1.92 -1.69
11 C -1.58 1.48 -2.04
12 O -2.27 1.92 -2.99
13 O -1.69 0.39 -1.41
14 O -0.55 1.89 -1.51
15 C -2.81 -2.56 -0.23
16 F -2.09 -2.85 -1.37
17 F -3.66 -1.57 -0.40
18 F -3.53 -3.63 0.01
19 S -1.55 -2.34 1.29
20 O -2.17 -1.45 2.28
21 O -1.35 -3.72 1.81
22 N -0.12 -1.45 0.60
23 S 0.99 -2.54 0.70
24 O 0.77 -3.79 -0.02
25 O 2.24 -1.90 0.29
26 C 1.35 -2.93 2.62
27 F 2.60 -2.44 2.93
28 F 0.49 -2.29 3.40
29 F 1.35 -4.20 2.93
30 C 2.10 -0.04 -4.12
31 C 0.93 -0.60 -3.32
32 C 0.49 -2.02 -3.36
33 O 1.24 -0.53 -1.89
34 H 1.89 -0.08 -5.19
35 H 3.06 -0.47 -3.83
36 H 2.15 1.04 -3.98
37 H 0.06 -0.01 -3.61
38 H 0.41 -2.46 -4.36
39 H -0.49 -2.12 -2.90
40 H 1.16 -2.74 -2.89
41 H 2.14 -0.86 -1.89
42 C -3.12 2.09 2.67
43 C -2.07 2.15 1.49
44 C -1.03 3.18 1.86
45 O -1.28 0.98 1.53
46 H -2.63 2.09 3.65
47 H -3.85 1.30 2.50
48 H -3.74 2.97 2.82
49 H -2.47 2.34 0.49
50 H -1.51 4.15 1.75
51 H -0.18 3.23 1.18
52 H -0.64 3.04 2.87
53 H -1.43 0.60 2.40

***

Formula: C9H16F2N4
Source: the OMol25 dataset
Level of theory: the ωB97M-V functional and the def2-TZVPD basis

## Properties
- Kohn-Sham gap (eV) = 6.63
- F_max (eV Å⁻¹) = 4.96
- HOMO energy (Eh) = -0.5964
- energy above the lowest of the compared OMol25 structures with the same formula, charge and spin (kcal per mole) = 50.2
- net charge = +2

Geometry (Å):
1 C -4.44 1.73 0.07
2 C -4.80 -0.65 -0.05
3 C 3.16 -0.50 0.03
4 C 2.21 -1.54 0.67
5 C 2.48 0.87 0.04
6 C 0.86 -1.65 -0.02
7 C 0.97 0.92 -0.43
8 C 0.10 -0.26 0.10
9 C -2.42 -0.17 0.10
10 N -3.21 1.57 -0.35
11 N -5.19 0.59 0.37
12 N -3.53 -0.90 -0.31
13 N -1.25 -0.30 -0.57
14 F -5.67 -1.64 -0.30
15 F -2.43 0.17 1.36
16 H -4.97 2.76 0.11
17 H 4.05 -0.51 0.59
18 H 3.51 -0.87 -0.96
19 H 2.57 -2.62 0.55
20 H 2.01 -1.31 1.77
21 H 2.42 1.31 1.06
22 H 3.05 1.72 -0.58
23 H 0.93 -1.90 -1.09
24 H 0.12 -2.51 0.38
25 H 0.42 1.75 0.00
26 H 0.81 1.02 -1.50
27 H -0.06 -0.11 1.20
28 H -2.82 2.42 -0.81
29 H -6.13 0.78 0.76
30 H -3.43 -1.76 -0.70
31 H -1.17 -0.53 -1.51